DFT (ωB97M-V/def2-TZVPD) results for a structure of composition C52H80FGeN4O2P4RhS2.

XYZ file:
```
147
C52H80FGeN4O2P4RhS2 ωB97M-V/def2-TZVPD
Rh -0.500 0.331 0.426
C 0.347 5.039 1.949
C -0.462 3.747 1.784
C -1.072 3.322 3.116
P 0.429 2.427 0.820
C 0.534 3.351 -0.779
N 0.869 2.559 -1.918
Ge 0.026 0.777 -2.048
N -1.637 1.413 -2.719
C -2.776 1.582 -1.860
P -2.684 0.644 -0.287
C -3.712 1.695 0.847
C -4.192 0.920 2.076
C -4.901 2.429 0.218
C -3.637 -0.903 -0.645
C -5.128 -0.744 -0.947
C -2.951 -1.628 -1.805
C -1.602 2.286 -3.796
C -2.693 3.059 -4.213
C -2.541 4.025 -5.197
C -1.306 4.269 -5.775
C -0.226 3.476 -5.410
C -0.391 2.472 -4.477
N 0.674 1.523 -4.171
C 1.934 2.182 -3.957
C 3.012 2.200 -4.812
C 4.078 3.053 -4.531
C 4.002 3.893 -3.432
C 2.938 3.831 -2.541
C 1.917 2.898 -2.742
C 0.669 0.432 -5.099
C 0.780 0.569 -6.469
C 0.790 -0.556 -7.278
C 0.667 -1.804 -6.693
C 0.526 -1.944 -5.321
C 0.528 -0.814 -4.484
N 0.379 -0.841 -3.086
C 0.589 -2.182 -2.598
P 1.615 -2.551 -1.121
C 1.867 -4.370 -1.395
C 3.018 -4.960 -0.584
C 0.599 -5.222 -1.242
C 3.277 -1.828 -1.461
C 3.827 -2.178 -2.843
C 3.315 -0.310 -1.251
C 2.164 2.234 1.477
C 3.224 3.129 0.848
C 2.213 2.324 3.004
H -0.302 5.794 2.395
H 0.709 5.444 1.005
H 1.194 4.905 2.616
H -1.294 3.976 1.106
H -0.319 3.286 3.904
H -1.534 2.339 3.058
H -1.831 4.050 3.410
H 1.228 4.176 -0.625
H -0.463 3.797 -0.912
H -3.702 1.259 -2.354
H -2.920 2.641 -1.602
H -2.986 2.446 1.181
H -5.019 0.258 1.816
H -4.558 1.620 2.829
H -3.413 0.320 2.538
H -5.694 1.742 -0.071
H -4.636 3.029 -0.650
H -5.316 3.109 0.964
H -3.532 -1.501 0.268
H -5.318 0.017 -1.704
H -5.706 -0.496 -0.059
H -5.515 -1.688 -1.336
H -3.162 -1.131 -2.754
H -3.312 -2.657 -1.873
H -1.868 -1.650 -1.690
H -3.670 2.911 -3.777
H -3.402 4.606 -5.500
H -1.182 5.054 -6.507
H 0.751 3.643 -5.845
H 3.017 1.591 -5.705
H 4.930 3.091 -5.195
H 4.795 4.606 -3.248
H 2.925 4.504 -1.696
H 0.850 1.555 -6.907
H 0.888 -0.455 -8.349
H 0.659 -2.692 -7.312
H 0.374 -2.939 -4.933
H 1.251 -2.713 -3.281
H -0.336 -2.764 -2.499
H 2.145 -4.416 -2.451
H 2.774 -5.031 0.477
H 3.948 -4.404 -0.692
H 3.206 -5.973 -0.942
H -0.238 -4.848 -1.830
H 0.276 -5.298 -0.206
H 0.819 -6.230 -1.597
H 3.908 -2.284 -0.692
H 3.282 -1.649 -3.628
H 3.810 -3.245 -3.063
H 4.867 -1.854 -2.896
H 2.843 0.214 -2.085
H 4.351 0.025 -1.201
H 2.821 -0.003 -0.329
H 2.406 1.200 1.217
H 3.022 4.188 1.020
H 3.326 2.959 -0.222
H 4.187 2.902 1.310
H 2.212 3.361 3.337
H 3.131 1.859 3.364
H 1.387 1.810 3.488
C -0.805 -3.985 5.697
C 0.328 -3.034 5.378
C 1.279 -2.845 6.543
O -0.310 -1.784 4.999
P 0.373 -0.619 4.151
S 2.196 -0.979 3.563
S -1.059 -0.230 2.731
O 0.367 0.629 5.141
C -0.545 1.003 6.215
C -2.008 0.854 5.845
C -0.198 0.253 7.484
H -0.406 -4.971 5.941
H -1.485 -4.082 4.852
H -1.371 -3.623 6.557
H 0.887 -3.384 4.508
H 0.736 -2.643 7.466
H 1.975 -2.029 6.352
H 1.859 -3.758 6.682
H -0.306 2.060 6.348
H -2.246 -0.184 5.609
H -2.274 1.470 4.990
H -2.615 1.160 6.698
H -0.524 -0.782 7.421
H -0.703 0.725 8.327
H 0.876 0.278 7.667
F -2.366 -5.938 2.648
C -1.479 -5.049 2.178
C -1.927 -4.038 1.347
C -1.003 -3.124 0.875
C 0.342 -3.213 1.217
C 1.338 -2.259 0.645
C 0.754 -4.234 2.065
C -0.153 -5.165 2.549
H -2.976 -3.979 1.091
H -1.333 -2.329 0.214
H 2.350 -2.338 1.039
H 1.028 -1.202 0.717
H 1.790 -4.293 2.376
H 0.150 -5.960 3.216
```

- Lowest unoccupied orbital energy (alpha / beta): -2.90 / -3.00 eV
- HOMO level (alpha / beta): -9.36 / -9.42 eV
- Kohn-Sham gap (alpha / beta): 6.5 / 6.4 eV
- Relative energy (zero: lowest compared OMol25 entry of this formula, charge and spin): 0.00 kcal/mol
- Total energy: -6848.09487 a.u.
- Multiplicity: 2
- Total charge: +1

=====

DFT (ωB97M-V/def2-TZVPD) results for a cluster of 14 separate species, C52H82N2O20 in total.

XYZ file:
```
156
C52H82N2O20 ωB97M-V/def2-TZVPD
O -20.784 17.279 13.783
C -20.612 16.194 13.270
O -21.136 15.833 12.121
C -21.009 14.417 11.794
C -19.768 14.091 12.579
C -19.805 15.017 13.769
H -20.774 14.295 10.736
H -21.807 13.784 12.180
H -18.890 14.208 11.945
H -19.866 13.055 12.901
H -18.788 15.253 14.082
H -20.421 14.565 14.546
O -20.187 17.901 7.897
C -21.097 18.011 7.061
O -22.200 17.408 7.241
C -23.236 17.861 6.410
C -22.552 18.445 5.237
C -21.237 18.907 5.833
H -23.895 18.552 6.936
H -23.857 17.034 6.067
H -23.142 19.257 4.811
H -22.481 17.699 4.445
H -21.301 19.944 6.164
H -20.407 18.860 5.129
O -13.779 14.671 9.350
C -14.172 13.654 8.756
O -13.947 13.497 7.448
C -14.406 12.221 7.090
C -14.432 11.434 8.407
C -14.854 12.477 9.362
H -13.691 11.901 6.332
H -15.383 12.405 6.644
H -13.457 10.961 8.525
H -15.162 10.625 8.351
H -14.613 12.282 10.407
H -15.926 12.671 9.307
O -22.555 10.817 7.537
C -22.366 12.047 7.461
O -22.870 12.888 8.353
C -22.790 14.250 8.010
C -21.530 14.200 6.990
C -21.668 12.852 6.381
H -22.629 14.870 8.892
H -23.779 14.512 7.635
H -20.605 14.340 7.549
H -21.619 15.030 6.290
H -20.754 12.375 6.028
H -22.305 12.872 5.497
O -16.536 14.070 11.703
C -15.799 14.747 12.370
O -16.243 15.888 12.886
C -15.122 16.602 13.497
C -13.890 15.654 13.493
C -14.343 14.440 12.759
H -15.487 16.867 14.489
H -14.984 17.485 12.872
H -13.657 15.479 14.543
H -13.025 16.105 13.007
H -14.273 13.508 13.319
H -13.742 14.549 11.856
O -15.138 22.568 6.396
C -15.996 21.701 6.660
O -17.330 21.940 6.631
C -18.141 20.764 6.779
C -17.087 19.635 6.855
C -15.695 20.225 7.071
H -18.896 20.644 6.002
H -18.701 20.854 7.709
H -17.156 19.082 5.918
H -17.341 18.904 7.622
H -14.889 19.697 6.563
H -15.548 20.128 8.147
O -15.246 8.670 6.287
C -16.272 9.325 6.115
O -16.194 10.444 5.377
C -17.488 10.963 5.118
C -18.379 10.223 6.116
C -17.657 8.982 6.480
H -17.777 10.850 4.073
H -17.517 12.046 5.237
H -19.341 10.012 5.647
H -18.419 10.837 7.016
H -17.973 8.189 5.802
H -17.638 8.746 7.544
O -20.796 14.456 0.731
C -20.121 14.464 1.681
O -18.796 14.260 1.635
C -18.116 14.239 2.888
C -19.299 14.085 3.822
C -20.503 14.677 3.145
H -17.596 15.168 3.119
H -17.475 13.378 3.077
H -19.120 14.580 4.776
H -19.500 13.026 3.983
H -20.613 15.752 3.287
H -21.476 14.299 3.457
N -18.306 11.922 10.778
C -19.413 11.554 9.994
C -19.585 10.171 10.147
C -18.698 9.756 11.124
C -17.891 10.816 11.469
H -17.939 12.856 10.890
H -19.805 12.249 9.265
H -20.295 9.528 9.647
H -18.573 8.751 11.499
H -17.142 10.909 12.241
N -13.250 17.055 10.359
C -12.237 17.831 10.860
C -12.804 19.141 11.021
C -14.160 19.070 10.695
C -14.397 17.809 10.226
H -13.200 16.073 10.125
H -11.245 17.412 10.940
H -12.301 20.024 11.386
H -14.899 19.843 10.845
H -15.329 17.434 9.832
C -18.232 17.941 10.970
C -18.532 19.457 10.958
O -17.639 20.284 11.020
C -19.977 19.775 10.792
H -17.920 17.660 11.976
H -17.295 17.741 10.450
H -19.006 17.293 10.559
H -20.044 20.855 10.661
H -20.595 19.581 11.669
H -20.357 19.280 9.898
C -17.882 15.486 8.776
C -17.653 14.790 7.466
O -18.139 13.659 7.192
C -16.765 15.479 6.483
H -17.186 15.094 9.518
H -18.906 15.306 9.105
H -17.768 16.550 8.570
H -17.277 16.357 6.089
H -16.505 14.890 5.603
H -15.911 15.785 7.087
C -13.874 16.266 4.608
C -13.953 15.165 3.501
O -15.021 14.726 3.073
C -12.700 14.601 2.855
H -13.373 17.143 4.198
H -13.351 15.902 5.492
H -14.861 16.567 4.960
H -12.237 13.768 3.383
H -11.910 15.349 2.931
H -12.840 14.364 1.800
C -17.222 18.073 2.615
C -18.610 17.860 3.027
O -18.878 17.266 4.070
C -19.696 18.308 2.052
H -16.972 19.066 2.243
H -16.902 17.331 1.883
H -16.663 17.814 3.514
H -20.563 17.649 2.097
H -19.392 18.340 1.006
H -20.030 19.264 2.454
```

- Lowest unoccupied orbital energy: 0.09 eV
- HOMO level: -8.14 eV
- Kohn-Sham gap: 8.2 eV
- Total energy: -3644.93385 a.u.
- Total charge: 0

=====

DFT (ωB97M-V/def2-TZVPD) results for a cluster of 13 separate species, C52H84N10O8 in total.

XYZ file:
```
154
C52H84N10O8 ωB97M-V/def2-TZVPD
C 5.799 -3.962 -0.988
C 5.041 -3.737 0.342
C 4.759 -2.248 0.360
O 4.604 -1.861 -1.003
C 5.375 -2.756 -1.833
H 5.389 -4.869 -1.432
H 6.878 -4.042 -0.899
H 5.596 -4.143 1.185
H 4.093 -4.274 0.273
H 5.596 -1.693 0.808
H 3.842 -1.993 0.894
H 6.231 -2.134 -2.127
H 4.825 -2.979 -2.747
C -3.267 -1.547 4.164
C -2.536 -1.365 2.853
C -3.706 -1.074 1.885
O -4.893 -1.571 2.521
C -4.493 -2.302 3.672
H -3.487 -0.597 4.660
H -2.737 -2.142 4.918
H -1.966 -2.257 2.565
H -1.724 -0.655 2.658
H -3.522 -1.548 0.921
H -3.827 0.008 1.790
H -4.282 -3.349 3.431
H -5.296 -2.273 4.411
C 3.071 -0.723 -4.966
C 2.023 -0.789 -6.063
C 2.833 -0.500 -7.346
O 4.198 -0.421 -6.975
C 4.231 0.015 -5.642
H 3.438 -1.722 -4.724
H 2.741 -0.243 -4.045
H 1.260 -0.022 -5.940
H 1.565 -1.776 -6.145
H 2.522 0.480 -7.751
H 2.667 -1.173 -8.185
H 4.109 1.107 -5.587
H 5.183 -0.225 -5.170
C -1.699 1.415 0.154
C -0.677 0.347 -0.158
O -0.926 -0.847 0.036
N 0.557 0.810 -0.386
C 1.771 0.040 -0.632
H -2.656 1.140 -0.276
H -1.324 2.391 -0.154
H -1.753 1.451 1.245
H 0.644 1.795 -0.601
H 2.487 0.255 0.155
H 2.142 0.237 -1.638
H 1.512 -1.019 -0.647
C 1.892 5.574 -1.649
C 1.043 4.899 -0.592
O 0.658 3.746 -0.749
N 0.751 5.655 0.485
C 0.018 5.239 1.672
H 1.636 6.640 -1.675
H 1.636 5.198 -2.633
H 2.944 5.491 -1.383
H 1.166 6.571 0.475
H 0.728 4.990 2.463
H -0.619 4.385 1.469
H -0.584 6.072 2.029
C -7.772 3.226 1.890
C -6.564 2.874 1.059
O -5.470 3.381 1.245
N -6.760 1.911 0.123
C -5.674 1.314 -0.615
H -7.557 3.108 2.946
H -8.691 2.748 1.554
H -7.965 4.289 1.702
H -7.650 1.447 0.126
H -5.562 1.754 -1.611
H -5.871 0.253 -0.765
H -4.737 1.454 -0.083
C -1.665 -1.815 -3.487
C -1.785 -3.149 -2.774
O -1.758 -4.199 -3.397
N -1.930 -3.075 -1.435
C -1.805 -4.245 -0.597
H -1.696 -2.013 -4.558
H -0.739 -1.282 -3.269
H -2.522 -1.167 -3.293
H -1.691 -2.190 -1.002
H -1.437 -3.966 0.387
H -1.102 -4.978 -1.006
H -2.760 -4.775 -0.562
C -3.359 3.927 3.358
C -4.477 3.568 4.319
O -4.874 4.328 5.190
N -4.981 2.311 4.182
C -5.923 1.750 5.145
H -3.209 3.062 2.706
H -2.464 4.175 3.917
H -3.683 4.696 2.660
H -4.436 1.631 3.678
H -6.315 0.817 4.743
H -6.740 2.457 5.259
H -5.430 1.541 6.095
N -0.466 2.297 3.975
C -0.765 1.455 4.951
C -0.137 0.221 5.102
C 0.703 -0.176 4.093
C 1.057 0.711 3.077
C 0.473 1.962 3.091
H -1.474 1.800 5.698
H -0.466 -0.449 5.887
H 1.308 -1.074 4.054
H 1.843 0.453 2.380
H 0.661 2.766 2.392
N -1.004 2.034 -4.451
C 0.092 2.305 -3.771
C 1.268 2.761 -4.376
C 1.304 2.842 -5.753
C 0.165 2.582 -6.485
C -0.970 2.189 -5.770
H 0.126 2.222 -2.691
H 2.147 2.860 -3.752
H 2.260 3.108 -6.194
H 0.066 2.573 -7.562
H -1.882 1.889 -6.275
N 5.090 1.658 3.023
C 4.483 1.670 1.839
C 3.707 2.732 1.411
C 3.576 3.858 2.208
C 4.228 3.870 3.425
C 4.938 2.740 3.793
H 4.661 0.796 1.220
H 3.247 2.735 0.428
H 2.899 4.650 1.917
H 4.046 4.686 4.113
H 5.458 2.699 4.744
N 2.382 -6.163 -2.519
C 2.232 -5.150 -1.669
C 1.900 -3.859 -2.037
C 1.653 -3.629 -3.378
C 1.869 -4.652 -4.295
C 2.258 -5.891 -3.822
H 2.344 -5.422 -0.621
H 1.832 -3.029 -1.348
H 1.313 -2.705 -3.831
H 1.754 -4.461 -5.354
H 2.456 -6.740 -4.467
N 1.490 -5.301 1.786
C 1.208 -5.757 3.008
C 0.650 -4.996 4.018
C 0.332 -3.670 3.760
C 0.641 -3.182 2.496
C 1.200 -4.027 1.554
H 1.454 -6.801 3.170
H 0.440 -5.455 4.975
H -0.162 -3.019 4.471
H 0.362 -2.168 2.234
H 1.326 -3.637 0.547
```

- Lowest unoccupied orbital energy: 0.18 eV
- HOMO level: -8.91 eV
- Kohn-Sham gap: 9.1 eV
- Relative energy (zero: lowest compared OMol25 entry of this formula, charge and spin): 0.00 kcal/mol
- Total energy: -3181.31501 a.u.
- Total charge: 0

=====

Which of these has the highest total charge?
C52H80FGeN4O2P4RhS2

=====

The highest total energy belongs to which entry?
C52H84N10O8

=====

Look up the total energy of the third one.
-3181.31501 a.u.